[1]
The following is a DFT calculation (the ωB97M-V functional and the def2-TZVPD basis) of 4 unconnected molecules or ions with the total composition H8O4 at a distorted geometry.

## Properties
- SMILES string = O.O.O.O
- Kohn-Sham gap (eV) = 11.93

ORCA input file:
```
! wB97M-V def2-TZVPD RIJCOSX def2/J DEFGRID3
* xyz 0 1
H 0.739 -2.788 0.124
H 0.580 -1.493 -0.664
H -1.162 -0.808 0.403
H -2.273 -0.263 -0.482
H -0.751 1.814 -0.005
H 0.096 2.629 0.853
H 1.295 1.077 -0.214
H 1.554 -0.290 0.492
O 0.107 -2.267 -0.360
O -1.796 -0.072 0.354
O 0.085 2.380 -0.123
O 1.524 0.080 -0.379
*
```

***

[2]
The following is a DFT calculation (the ωB97M-V functional and the def2-TZVPD basis) of 4 unconnected molecules or ions with the total composition H8O4.

## Properties
- SMILES string = O.O.O.O
- Kohn-Sham gap (eV) = 11.11

ORCA input file:
```
! wB97M-V def2-TZVPD RIJCOSX def2/J DEFGRID3
* xyz 0 1
O -1.328 -1.091 2.414
H -1.044 -1.030 3.333
H -1.552 -2.020 2.286
O 1.901 2.276 -0.173
H 2.686 2.823 -0.066
H 1.990 1.889 -1.055
O -0.560 -1.523 -2.428
H -0.325 -0.786 -1.817
H -1.490 -1.389 -2.631
O -0.166 0.253 -0.338
H 0.518 0.787 0.093
H -0.632 -0.189 0.383
*
```

***

[3]
The following is a DFT calculation (the ωB97M-V functional and the def2-TZVPD basis) of a molecular structure, H9NaO5.

## Properties
- Kohn-Sham gap (eV) = 3.27

ORCA input file:
```
! wB97M-V def2-TZVPD RIJCOSX def2/J DEFGRID3
* xyz 0 1
Na -1.719 -0.002 -0.496
O -0.956 -4.129 -2.079
H -1.177 -4.999 -2.464
O 0.159 -0.906 3.838
H 1.047 -0.643 4.082
H -0.309 -0.969 4.670
O 3.439 -2.324 -1.196
H 3.712 -2.568 -0.312
H 2.537 -2.639 -1.265
O -3.844 3.608 1.032
H -3.383 3.903 1.817
H -4.707 4.016 1.093
O 1.352 2.503 -2.842
H 1.993 1.834 -3.083
H 1.857 3.314 -2.795
*
```

***

[4]
The following is a DFT calculation (the ωB97M-V functional and the def2-TZVPD basis) of 4 unconnected molecules or ions with the total composition H9O4 at a distorted geometry.

## Properties
- Kohn-Sham gap (eV) = 12.21

ORCA input file:
```
! wB97M-V def2-TZVPD RIJCOSX def2/J DEFGRID3
* xyz 1 1
O -1.118 -0.968 0.372
H -1.977 -0.759 -0.019
H -0.413 -0.397 -0.087
H -1.163 -1.105 1.471
O 1.364 1.838 -2.670
H 2.080 2.162 -3.233
H 0.607 2.238 -3.117
O 0.904 0.278 -0.516
H 1.665 -0.214 -0.207
H 1.069 0.949 -1.208
O -1.166 -1.210 2.777
H -1.034 -0.384 3.251
H -1.403 -1.994 3.279
*
```

***

[5]
The following is a DFT calculation (the ωB97M-V functional and the def2-TZVPD basis) of 4 unconnected molecules or ions with the total composition H9O4 at a distorted geometry.

## Properties
- Kohn-Sham gap (eV) = 13.12

ORCA input file:
```
! wB97M-V def2-TZVPD RIJCOSX def2/J DEFGRID3
* xyz 1 1
O -0.050 -0.036 -0.844
H 0.640 0.763 -0.814
H 0.420 -0.851 -0.607
H -0.718 0.162 -0.214
O -1.843 0.718 0.803
H -2.124 -0.211 1.102
H -2.781 1.094 0.824
O 0.289 -2.387 0.249
H 0.372 -3.256 0.041
H 0.715 -2.135 1.121
O 1.473 1.860 -0.380
H 1.227 2.557 -1.135
H 2.381 1.721 -0.146
*
```

***

[6]
The following is a DFT calculation (the ωB97M-V functional and the def2-TZVPD basis) of 4 unconnected molecules or ions with the total composition H9O4 at a distorted geometry.

## Properties
- Kohn-Sham gap (eV) = 13.49

ORCA input file:
```
! wB97M-V def2-TZVPD RIJCOSX def2/J DEFGRID3
* xyz 1 1
O -1.470 0.114 2.018
H -2.176 -0.483 2.197
H -0.974 0.244 2.830
O 0.405 1.914 -0.252
H 0.361 2.477 0.500
H 0.462 2.459 -1.068
O 0.824 -1.333 -2.042
H 1.726 -1.677 -2.224
H 0.261 -1.718 -2.733
O 0.162 -0.626 0.213
H 0.284 0.391 0.095
H 0.543 -1.097 -0.587
H -0.407 -0.665 1.052
*
```

***

[7]
The following is a DFT calculation (the ωB97M-V functional and the def2-TZVPD basis) of 5 unconnected molecules or ions with the total composition H9O4S.

## Properties
- Kohn-Sham gap (eV) = 8.18

ORCA input file:
```
! wB97M-V def2-TZVPD RIJCOSX def2/J DEFGRID3
* xyz -1 1
S -0.382 -1.289 -1.411
H 0.373 -1.577 -2.474
H -0.568 -1.267 0.854
H 0.030 -0.525 2.021
O -0.783 -0.970 1.759
H 0.447 0.727 -1.156
H 0.012 1.967 -0.382
O 0.803 1.573 -0.779
H -1.947 0.414 -0.676
H -2.084 0.450 0.809
O -2.400 0.917 0.021
H 1.930 0.584 0.309
H 2.110 -0.902 0.345
O 2.458 -0.103 0.760
*
```

***

[8]
The following is a DFT calculation (the ωB97M-V functional and the def2-TZVPD basis) of 2 unconnected molecules or ions with the total composition HIO2 at a distorted geometry.

## Properties
- Kohn-Sham gap (spin up / spin down) (eV) = 6.95 / 9.02

ORCA input file:
```
! wB97M-V def2-TZVPD RIJCOSX def2/J DEFGRID3
* xyz 0 1
O 1.095 0.231 -0.382
O 0.278 0.900 0.358
I -2.327 -0.432 0.064
H 0.953 -0.698 -0.039
*
```

***

[9]
The following is a DFT calculation (the ωB97M-V functional and the def2-TZVPD basis) of HN2O3P in the gas phase at a distorted geometry.

## Properties
- expectation value of S² = 2.01
- Kohn-Sham gap (spin up / spin down) (eV) = 9.07 / 8.73

ORCA input file:
```
! wB97M-V def2-TZVPD RIJCOSX def2/J DEFGRID3
* xyz 0 3
N 0.240 1.618 0.045
N -0.902 -0.966 -0.010
O -1.985 -0.537 0.301
O 1.251 2.086 -0.447
O -0.558 -1.998 -0.511
P 0.482 0.133 0.757
H 1.471 -0.336 -0.135
*
```

***

[10]
The following is a DFT calculation (the ωB97M-V functional and the def2-TZVPD basis) of a gas-phase ion, HN2O4S (charge -1) at a distorted geometry.

## Properties
- Kohn-Sham gap (eV) = 9.10

ORCA input file:
```
! wB97M-V def2-TZVPD RIJCOSX def2/J DEFGRID3
* xyz -1 1
N -0.943 0.048 0.616
N -0.265 -0.954 0.428
O -0.154 -1.956 1.088
O 1.492 1.338 0.030
O 0.357 -0.888 -0.726
O -0.143 1.610 -1.725
S 1.068 0.875 -1.242
H -1.413 -0.073 1.530
*
```

***

[11]
The following is a DFT calculation (the ωB97M-V functional and the def2-TZVPD basis) of HN3O2 in the gas phase at a distorted geometry.

## Properties
- SMILES string = [H]/N=N/[N+](=O)[O-]
- Kohn-Sham gap (eV) = 10.25

ORCA input file:
```
! wB97M-V def2-TZVPD RIJCOSX def2/J DEFGRID3
* xyz 0 1
N -0.104 -0.533 -0.074
N -0.714 0.007 -0.994
N -1.371 -0.760 -1.973
O -0.998 -0.573 -3.083
O -2.318 -1.325 -1.553
H 0.155 0.217 0.486
*
```

***

[12]
The following is a DFT calculation (the ωB97M-V functional and the def2-TZVPD basis) of HN3O3 in the gas phase at a distorted geometry.

## Properties
- SMILES string = [H]/N=N\O[N+](=O)[O-]
- Kohn-Sham gap (eV) = 9.94

ORCA input file:
```
! wB97M-V def2-TZVPD RIJCOSX def2/J DEFGRID3
* xyz 0 1
N 1.852 0.441 -0.086
N 1.432 -0.620 -0.072
N -1.247 -0.252 0.056
O -0.917 0.764 0.653
O -2.321 -0.788 0.043
O -0.153 -0.927 -0.639
H 1.354 1.382 0.046
*
```

***

[13]
The following is a DFT calculation (the ωB97M-V functional and the def2-TZVPD basis) of a molecular structure, HN3O3S at a distorted geometry.

## Properties
- Kohn-Sham gap (eV) = 6.49

ORCA input file:
```
! wB97M-V def2-TZVPD RIJCOSX def2/J DEFGRID3
* xyz -2 1
N -0.595 -1.063 2.245
N -0.646 -0.037 1.467
N -0.054 -0.632 -0.174
O 0.986 -0.573 -2.360
O 1.450 1.376 -0.842
O -0.619 1.230 -2.183
S 0.428 0.445 -1.413
H -0.951 -0.746 3.261
*
```

***

[14]
The following is a DFT calculation (the ωB97M-V functional and the def2-TZVPD basis) of 2 unconnected molecules or ions with the total composition HN3O4 at a distorted geometry.

## Properties
- SMILES string = O=[N+]([O-])O.N#[N+][O-]
- Kohn-Sham gap (eV) = 11.17

ORCA input file:
```
! wB97M-V def2-TZVPD RIJCOSX def2/J DEFGRID3
* xyz 0 1
N 0.211 -0.273 3.220
N 0.024 0.249 2.245
N -1.422 -0.534 -0.176
O -0.803 0.439 -0.865
O 0.323 -0.698 4.295
O -2.494 -0.809 -0.551
O -0.824 -0.883 0.812
H 0.106 0.770 -0.672
*
```

***

[15]
The following is a DFT calculation (the ωB97M-V functional and the def2-TZVPD basis) of 2 unconnected molecules or ions with the total composition HN3O4 at a distorted geometry.

## Properties
- Kohn-Sham gap (spin up / spin down) (eV) = 9.06 / 8.19

ORCA input file:
```
! wB97M-V def2-TZVPD RIJCOSX def2/J DEFGRID3
* xyz 0 1
N 0.525 -0.517 -0.843
N -0.347 0.038 -0.223
N 0.243 0.335 1.866
O -1.516 0.370 -0.204
O 1.318 -0.075 2.100
O -0.761 0.632 2.339
O 0.562 -0.647 -2.238
H -0.024 -0.137 -2.798
*
```

***

[16]
The following is a DFT calculation (the ωB97M-V functional and the def2-TZVPD basis) of HNO2 in the gas phase at a distorted geometry.

## Properties
- SMILES string = O=NO
- Kohn-Sham gap (eV) = 11.28

ORCA input file:
```
! wB97M-V def2-TZVPD RIJCOSX def2/J DEFGRID3
* xyz 0 1
H -0.513 -0.784 0.055
N 0.203 0.739 -0.004
O 1.166 -0.029 -0.023
O -0.856 0.075 -0.028
*
```

***

[17]
The following is a DFT calculation (the ωB97M-V functional and the def2-TZVPD basis) of HNO2S2 in the gas phase at a distorted geometry.

## Properties
- SMILES string = O=S1(=O)NS1
- Kohn-Sham gap (eV) = 8.90

ORCA input file:
```
! wB97M-V def2-TZVPD RIJCOSX def2/J DEFGRID3
* xyz 0 1
N -0.734 -0.562 0.573
O 1.651 0.132 0.870
O 0.327 1.488 -0.875
S -0.237 -1.324 -0.915
S 0.615 0.323 -0.088
H -1.624 -0.056 0.436
*
```

***

[18]
The following is a DFT calculation (the ωB97M-V functional and the def2-TZVPD basis) of 2 unconnected molecules or ions with the total composition HNO2S2 at a distorted geometry.

## Properties
- expectation value of S² = 2.01
- Kohn-Sham gap (spin up / spin down) (eV) = 8.96 / 7.15

ORCA input file:
```
! wB97M-V def2-TZVPD RIJCOSX def2/J DEFGRID3
* xyz 0 3
N 2.734 -0.254 0.011
O 3.884 -0.056 -0.188
O 1.903 -0.873 0.499
S -0.139 0.879 1.012
S 0.786 2.129 -0.276
H -0.991 0.687 -0.013
*
```

***

[19]
The following is a DFT calculation (the ωB97M-V functional and the def2-TZVPD basis) of HNO3P2 in the gas phase at a distorted geometry.

## Properties
- Kohn-Sham gap (eV) = 8.64

ORCA input file:
```
! wB97M-V def2-TZVPD RIJCOSX def2/J DEFGRID3
* xyz 0 1
N 1.810 0.385 0.018
O 1.558 -0.203 1.057
O -0.925 1.409 1.164
O 0.772 0.688 -0.715
P -0.658 0.227 0.337
P -1.785 -1.275 -0.521
H -0.772 -1.231 -1.341
*
```

***

[20]
The following is a DFT calculation (the ωB97M-V functional and the def2-TZVPD basis) of HNO3S in the gas phase at a distorted geometry.

## Properties
- Kohn-Sham gap (eV) = 9.34

ORCA input file:
```
! wB97M-V def2-TZVPD RIJCOSX def2/J DEFGRID3
* xyz 0 1
N -2.855 0.157 -0.046
O -2.506 1.322 0.079
O -3.905 -0.397 0.027
O -0.113 0.202 -0.057
S -1.323 -0.842 -0.013
H -0.696 1.028 0.177
*
```

***

ΔE to the lowest compared entry with this formula, charge and spin? In order: 68.2 64.8 415.6 50.5 121.3 65.8 7.4 80.7 0.0 167.1 327.4 391.5 377.1 130.0 330.9 44.0 42.3 221.5 25.0 91.1 kJ/mol.
E? In order: -8319.969 -8320.005 -14796.391 -8329.602 -8328.868 -8329.443 -19174.033 -12207.075 -18420.944 -22019.593 -8576.167 -10621.866 -21458.772 -12669.368 -12667.286 -5598.099 -27268.877 -27266.519 -26222.687 -18479.720 eV.